Entry 1:
A single C24H28N6O2S molecule. Source: the Open Molecules 2025 dataset; level of theory: wB97M-V/def2-TZVPD.

Element x y z (Å)
H: 1.45779 -1.34235 -1.13056
C: -0.24476 3.25918 0.30578
H: -1.34118 -3.72010 -3.20990
C: 3.92424 -1.09885 0.63737
C: 3.67056 -2.45370 0.39865
N: 2.91276 -0.17375 0.86633
C: -2.60191 3.47515 -0.53406
H: 1.42164 -1.55343 1.37468
H: 0.98467 0.15234 1.50637
H: -0.13056 -0.85937 -0.48205
C: 0.20195 2.69090 -2.27575
H: 4.03223 1.50566 0.28694
H: -2.83724 2.69600 -1.26281
H: -4.13135 -3.33223 1.89549
H: -1.70441 -1.98770 -3.23546
H: 5.51192 0.32446 0.94270
C: 0.92915 -0.60652 -0.51382
N: -0.54368 2.02204 2.01368
H: 1.03870 2.69488 -2.97094
H: 6.82862 -3.64868 0.16411
N: -3.04880 0.32492 0.89541
H: -2.23664 4.36221 -1.05251
C: 5.26504 -0.70151 0.71770
C: -3.65150 -4.40069 0.09249
H: -2.43301 -1.01532 -1.27256
H: -0.71542 2.93448 -2.81250
H: 2.51382 2.18522 -1.52267
H: 3.05048 0.50232 -1.75704
N: -1.58635 3.01530 0.36685
C: -3.40522 -0.89471 1.37393
H: -3.99398 -5.35540 0.46346
N: 0.37202 2.68437 1.29870
H: -2.90196 -3.15835 -3.79715
H: -2.92433 1.09512 2.80993
H: 2.65978 -2.82510 0.33444
N: 1.08099 0.69827 -1.13683
C: 1.52752 -0.57941 0.89993
C: -2.77828 -1.95350 -0.86524
C: 6.02392 -2.94236 0.29840
C: 2.44771 1.17333 -1.13090
H: 7.31453 -1.26442 0.61584
O: -1.13154 0.89605 -1.48938
C: -1.71098 2.20042 1.45512
C: -3.29663 -2.04144 0.42446
C: -2.68564 -3.07784 -1.67288
H: -3.05962 -5.18014 -1.81100
H: 2.40561 1.83132 0.92782
H: -3.50215 3.72909 0.02452
C: 0.00734 1.34807 -1.59236
C: 3.00341 1.15463 0.30837
H: -3.83724 2.11679 1.66678
C: 4.70595 -3.35538 0.23617
H: 4.47322 -4.39427 0.05053
C: 6.29193 -1.60630 0.54623
H: -2.59992 0.40980 -0.00520
C: -3.73284 -3.27834 0.89398
C: -2.95788 1.47060 1.78332
S: 0.52695 4.04028 -1.05361
C: -2.12170 -2.97604 -3.05855
O: -3.81575 -1.03422 2.51144
C: -3.12813 -4.30229 -1.18418

Calculated values
- LUMO level: 0.3 eV
- M: 464.6 g mol⁻¹
- SMILES string: Cc1cccc(C(=O)NCc2nnc(SCC(=O)N3CCN(c4ccccc4)CC3)n2C)c1

Entry 2:
A molecular structure, C18H42F2N7O11P2Ti. Source: the Open Molecules 2025 dataset; level of theory: wB97M-V/def2-TZVPD.

Element x y z (Å)
N: -3.76106 2.87765 2.24356
H: -3.16616 -1.17741 2.54585
H: -0.86647 -2.11657 -1.00909
C: -4.53572 0.69023 4.40615
C: -1.56703 0.26439 0.75741
P: 0.88894 -1.56405 -3.00822
C: 2.37555 -2.39660 -0.76813
H: 3.26742 -2.18537 -0.17818
H: -2.37101 0.16258 0.02848
H: -3.42132 -1.54379 4.20731
H: 1.51910 2.14166 -1.21844
H: -1.64070 3.23273 0.54174
H: 2.63067 -2.16563 1.79571
H: 0.55738 -1.27491 3.29462
O: 1.91502 -4.92883 4.85639
O: 2.71816 -3.69327 3.09664
H: 2.57327 0.21355 -1.38150
H: 3.56454 -0.13094 -2.94585
H: 3.08860 -3.06260 -3.78983
C: -4.02298 4.21576 2.68740
H: -0.47086 3.14829 1.91154
F: 3.76601 2.60778 -2.56143
C: -0.11049 -4.01545 -3.83096
C: 1.14289 -1.02381 -5.66362
H: 2.93801 -1.65689 3.50801
H: 1.42285 2.39201 -2.93332
H: -0.31266 -3.82309 -1.01271
C: -2.90372 -0.84494 3.55019
N: -0.01625 -2.97047 -2.81065
H: 3.64869 -2.21197 -5.29568
H: -5.03975 3.24194 0.47580
C: 1.67316 2.88949 -1.99633
H: 1.88924 -0.87014 -6.44301
H: 1.42513 -2.33746 -0.23775
O: 2.29467 2.53314 1.98867
H: -4.06782 4.89824 1.83869
C: 1.37676 5.00440 -2.67241
H: -0.02468 2.41272 0.48263
H: 2.59560 -3.44450 -0.97208
H: 0.90481 -4.34566 -4.05056
H: -4.86687 4.25970 3.37590
H: -5.21278 -0.16290 4.44926
H: 2.30418 -3.48089 -5.23570
H: 3.58874 4.06602 -1.28434
H: -1.83611 -0.95190 3.74220
C: -4.64081 2.42771 1.08077
F: 0.34939 -2.62804 1.73784
O: 1.74500 0.77519 2.94604
H: -4.00652 2.02704 0.29005
H: -5.48465 1.78098 1.32113
H: 0.54834 -0.17677 -5.32140
O: 0.11706 -0.30039 -2.84527
C: -0.91824 2.61364 1.07362
O: -1.71463 2.59588 4.05297
H: -0.66582 -4.88041 -3.46828
N: 1.73433 -1.66899 -4.47220
O: 0.94638 6.07263 -2.97247
H: -0.62636 0.19143 0.21161
C: 1.74059 -4.07622 3.94832
C: -0.76656 -3.02602 -1.60156
H: -0.57494 -3.53339 -4.69119
H: 4.07176 -0.64714 -1.42378
N: 2.24511 1.31032 1.95582
C: 3.15904 -0.47238 -1.99344
H: -3.15212 4.62002 3.20342
C: 2.80555 -2.64120 -4.75440
C: 2.40132 -2.33773 2.84732
H: -1.77499 -3.31391 -1.89870
Ti: 1.46920 2.78480 4.34163
H: 0.34083 -1.68792 -5.98574
P: -2.50058 1.87704 3.01334
H: -5.08331 1.53770 3.99379
O: 0.74780 3.94616 -2.13775
O: 0.70431 -3.27513 3.90110
C: 0.89855 -2.24290 2.92759
N: 2.25518 -1.61751 -1.97291
H: -4.30145 1.03704 5.41260
O: 2.66080 4.53739 -2.84505
N: -1.58670 1.43468 1.60437
H: -1.35746 -0.57224 1.42392
C: 3.02092 3.54152 -2.05283
N: -3.27422 0.51126 3.65708
O: 2.61316 0.60370 1.00834

Calculated values
- LUMO level (alpha / beta): -0.6 / -0.6 eV
- <S²>: 3.7512
- 2S+1: 4
- M: 680.4 g mol⁻¹

Entry 3:
A molecular structure, C11H12O2. Source: the Open Molecules 2025 dataset; level of theory: wB97M-V/def2-TZVPD.

Element x y z (Å)
C: 0.54955 -0.51089 0.10042
H: -1.52971 -2.49079 1.01074
C: -1.90909 0.91634 0.45472
C: 1.06204 0.88726 -0.01245
C: -0.79493 -0.70974 0.10063
H: 1.19744 -2.50022 0.25818
H: 4.36781 -0.05297 -0.43611
C: 1.53955 -1.51099 0.22395
H: -1.17266 1.93025 -1.19429
H: 3.61346 -1.98114 0.08983
C: 3.30588 0.03890 -0.28670
C: -1.12429 2.06475 -0.06654
C: 2.53029 1.16814 -0.22561
O: -3.18332 0.81964 -0.08180
O: -2.83599 -1.87182 -0.43841
C: 0.31153 1.99246 0.14629
H: -1.43751 3.01502 0.35361
C: -1.46843 -2.02872 0.03184
H: -3.12858 0.46141 -0.94804
H: -3.36720 -1.49305 0.30240
H: 0.75483 3.05451 0.26275
H: -0.97670 -2.70927 -0.68005
H: -1.97317 0.74265 1.56933
H: 2.86085 2.10062 -0.39876
C: 2.80837 -1.33235 -0.13592

Calculated values
- LUMO level: -0.2 eV
- M: 176.2 g mol⁻¹

Entry 4:
A single C7H11NO2S molecule. Source: the Open Molecules 2025 dataset; level of theory: wB97M-V/def2-TZVPD.

Element x y z (Å)
O: 2.67315 -0.41946 -1.13855
H: 0.24517 1.81225 1.70186
O: 1.30728 -2.43831 0.03580
H: -1.18089 -0.40149 -1.73651
H: -2.14718 2.35924 0.76211
H: 1.02192 1.42034 -1.23870
C: -1.41684 1.64533 0.37426
H: -1.66744 -1.44812 -0.36575
C: 0.36363 -0.45497 -0.17357
H: 3.52600 -0.10009 2.11547
H: -3.10093 0.37769 -0.02980
H: 1.74444 -3.32185 -0.33898
C: 0.84957 0.93786 -0.24845
N: 2.89762 -0.28899 1.36161
C: -2.02396 0.60751 -0.15954
H: 1.30988 -1.74770 -1.81037
H: 0.38028 2.94090 0.43597
C: 1.48955 -1.28458 -0.86631
C: 0.04535 1.90765 0.70565
S: 2.73922 0.78134 0.18551
C: -1.12145 -0.52759 -0.62952
H: 0.18966 -0.72921 0.91470

Calculated values
- LUMO level: 0.6 eV
- M: 173.2 g mol⁻¹